45
Properties=species:S:1:pos:R:3:forces:R:3 method="wB97M-V/def2-TZVPD" smiles=c1ccc(CCCCNC[C@@H]2COc3ccccc3O2)cc1 homo_lumo_gap_ev=9.0 e_above_lowest_kcal_mol=37.4
C -2.0194 -2.9237 0.1365 0.0559 -0.0944 0.0188
C -2.7172 -2.5068 -0.9840 -0.0091 -0.0622 -0.0796
C -3.4215 -1.3162 -0.9649 -0.0095 0.0197 0.0434
C -3.4338 -0.5149 0.1711 -0.0263 -0.0017 0.1288
C -4.1675 0.7992 0.1984 -0.1273 0.0798 -0.1612
C -3.9827 1.6608 -1.0585 0.1909 -0.1066 -0.0036
C -2.5381 1.8399 -1.5309 -0.0005 0.1995 0.1641
C -1.6159 2.5775 -0.5436 -0.1028 0.0064 -0.2060
N -0.9754 1.7768 0.4812 -0.0209 -0.0818 0.3492
C -0.0193 0.8022 0.0011 0.0504 -0.3958 0.0572
C 0.7915 0.2684 1.1914 -0.1386 0.7195 -0.0488
C 1.7409 1.3451 1.7231 -0.4000 -0.3365 0.4426
O 2.7008 1.6991 0.7535 0.2541 -0.0393 -0.4312
C 3.2579 0.6238 0.1115 -0.0029 -0.0562 0.0757
C 4.4230 0.8194 -0.6189 -0.1743 -0.0171 0.1002
C 5.0271 -0.2413 -1.2663 0.0639 0.0626 -0.0197
C 4.4761 -1.5098 -1.1828 -0.0189 -0.0840 -0.0234
C 3.3067 -1.7112 -0.4749 -0.0854 0.1453 0.0962
C 2.6825 -0.6488 0.1659 0.0026 0.0696 -0.0120
O 1.5163 -0.8941 0.8446 0.2957 -0.2270 -0.1356
C -2.7507 -0.9585 1.2981 -0.0493 -0.0193 -0.0442
C -2.0473 -2.1503 1.2832 0.0617 -0.0591 0.0530
H -1.4609 -3.8473 0.1178 0.0495 -0.0757 -0.0017
H -2.7115 -3.1106 -1.8802 0.0032 -0.0467 -0.0618
H -3.9653 -1.0078 -1.8456 -0.0353 0.0616 -0.1111
H -3.8567 1.3675 1.0785 -0.0413 -0.0370 0.0622
H -5.2386 0.5998 0.3138 0.0422 0.0809 0.1050
H -4.5522 1.2205 -1.8803 -0.0765 0.0511 0.0064
H -4.4150 2.6449 -0.8600 -0.0738 -0.0038 -0.0631
H -2.5665 2.4138 -2.4600 0.0301 -0.0407 -0.0556
H -2.1040 0.8664 -1.7641 0.0441 0.0174 -0.1149
H -0.8120 3.0626 -1.1056 -0.0766 0.0701 0.0418
H -2.1829 3.3606 -0.0314 0.0157 0.0978 -0.1047
H -1.6736 1.3063 1.0452 0.0650 0.0361 -0.0236
H -0.4724 -0.0646 -0.5086 0.0609 0.0943 0.0239
H 0.6536 1.2999 -0.7039 -0.0183 -0.0567 -0.0088
H 0.1044 -0.0445 1.9845 0.0574 0.1028 -0.0536
H 2.2444 0.9723 2.6262 -0.0387 0.0597 -0.0945
H 1.1813 2.2524 1.9529 0.0344 -0.1367 0.0210
H 4.8382 1.8140 -0.6579 0.0518 0.1298 0.0105
H 5.9333 -0.0780 -1.8290 0.0827 0.0191 -0.0471
H 4.9523 -2.3429 -1.6763 0.0372 -0.0777 -0.0460
H 2.8504 -2.6859 -0.4057 -0.0740 -0.1228 0.0066
H -2.7744 -0.3672 2.2049 -0.0059 0.0889 0.0656
H -1.5153 -2.4727 2.1660 0.0567 -0.0329 0.0794



47
Properties=species:S:1:pos:R:3:forces:R:3 method="wB97M-V/def2-TZVPD" smiles="CC1(C)Oc2ccc3ccc(=O)oc3c2[C@H](N2CCCCC2)[C@H]1O" homo_lumo_gap_ev=8.2 e_above_lowest_kcal_mol=17.9
C -4.2191 -1.2104 -0.8266 0.4430 -0.0124 0.1347
C -3.0466 -0.5237 -0.1184 -0.6086 0.5561 -0.3940
C -3.5855 0.4481 0.9320 0.2245 -0.3451 0.0803
O -2.3505 -1.5790 0.5697 0.0588 -0.1481 0.1049
C -1.0153 -1.6517 0.5576 0.6711 -0.1751 0.0169
C -0.4666 -2.8212 1.1163 -0.2002 0.0365 0.0331
C 0.8836 -3.0375 1.0925 -0.0205 0.2906 -0.1606
C 1.7415 -2.1121 0.4826 -0.2958 0.4091 -0.1374
C 3.1533 -2.2962 0.3694 0.3212 0.3696 -0.2450
C 3.9142 -1.3743 -0.2529 -0.0723 -0.4152 0.2350
C 3.3306 -0.1752 -0.8216 0.5234 0.3786 -0.2740
O 3.9303 0.7004 -1.3933 -0.2436 -0.2749 0.2000
O 1.9710 -0.0277 -0.6852 -0.2226 0.1173 -0.0931
C 1.1925 -0.9391 -0.0600 -0.2544 -0.8783 0.4644
C -0.1795 -0.6758 0.0127 -0.1241 0.2119 -0.2042
C -0.7724 0.5861 -0.5545 -0.2201 0.0510 -0.3545
N -0.9482 1.6646 0.4148 0.2847 -0.0704 -0.0339
C -1.0140 2.9846 -0.1874 0.0474 0.0498 -0.1539
C 0.3582 3.6126 -0.4479 -0.1838 0.0572 0.2024
C 1.1311 3.7035 0.8636 0.1534 -0.1877 -0.1724
C 1.2511 2.3047 1.4592 -0.1885 0.1144 0.1284
C -0.1414 1.6841 1.6210 0.1814 -0.0726 0.1279
C -2.1460 0.1895 -1.1533 0.1802 0.0511 0.3710
O -1.9522 -0.5819 -2.3160 0.0919 -0.2210 -0.2735
H -4.7990 -1.7717 -0.0996 -0.0980 0.0008 0.1070
H -3.8583 -1.8917 -1.5922 -0.0279 -0.0220 -0.0273
H -4.8521 -0.4646 -1.2969 -0.1084 0.0912 -0.0655
H -2.7672 0.9237 1.4604 -0.0935 0.0467 0.0529
H -4.1880 1.2148 0.4551 -0.0826 0.1389 -0.0598
H -4.2025 -0.1015 1.6387 -0.1531 -0.0705 0.0203
H -1.1457 -3.5362 1.5516 -0.0752 -0.0980 0.0519
H 1.3033 -3.9334 1.5236 0.0335 -0.1188 0.0471
H 3.5894 -3.1905 0.7914 0.1094 -0.0648 0.0198
H 4.9816 -1.4742 -0.3616 0.0640 0.0068 -0.0155
H -0.1357 0.9100 -1.3941 -0.1427 -0.0913 0.0844
H -1.5829 2.9202 -1.1163 -0.0735 0.0511 0.0126
H -1.5729 3.6225 0.5071 -0.0488 0.1005 -0.0865
H 0.2263 4.6019 -0.8887 0.0083 0.0122 -0.0849
H 0.9195 2.9980 -1.1544 0.0345 -0.0072 -0.0978
H 2.1229 4.1257 0.6925 -0.0208 0.0746 0.0536
H 0.5976 4.3573 1.5591 0.0007 0.0765 0.0420
H 1.7416 2.3394 2.4340 0.0409 -0.0362 0.0292
H 1.8593 1.6944 0.7944 0.0482 -0.0222 0.0395
H -0.0623 0.6678 2.0141 -0.0662 0.1115 0.0757
H -0.7004 2.2839 2.3514 0.0370 -0.0623 0.0845
H -2.6793 1.0806 -1.4928 0.0316 -0.0308 0.1338
H -1.4030 -1.3449 -2.0973 0.0362 0.0209 -0.0197



49
Properties=species:S:1:pos:R:3:forces:R:3 method="wB97M-V/def2-TZVPD" smiles="CCOc1ccc(CCNC(=O)COC(=O)c2cccs2)cc1OCC" homo_lumo_gap_ev=8.2 e_above_lowest_kcal_mol=3.4
C 1.5472 2.9670 -3.4575 -0.2136 -0.3751 0.2383
C 0.5287 2.1349 -2.6932 -0.0914 0.4868 -0.3461
O 1.2390 1.0927 -2.0418 -0.0187 -0.1812 0.1529
C 0.5802 0.0076 -1.5407 -0.0131 -0.1011 -0.0459
C 1.3621 -1.1334 -1.3980 -0.1454 0.1802 -0.0509
C 0.8528 -2.3047 -0.8725 -0.1124 0.0140 -0.0088
C -0.4765 -2.3647 -0.4853 -0.0934 -0.0977 -0.1481
C -1.0531 -3.5905 0.1674 0.0943 0.0794 0.1407
C -0.4812 -3.7617 1.5913 -0.2710 -0.0601 -0.0010
N -0.2600 -2.4898 2.2436 0.3898 -0.1790 0.0358
C -1.2615 -1.7254 2.7147 0.6703 0.4563 0.0787
O -2.4103 -2.0855 2.8444 -0.4376 -0.0729 0.0160
C -0.7945 -0.3360 3.1646 -0.6730 0.1252 0.1947
O 0.3997 0.0478 2.4944 0.2083 -0.0514 0.0018
C 0.4184 1.2645 1.9030 -0.3452 0.0046 0.1610
O -0.4886 2.0571 1.9684 0.1894 -0.0531 0.0067
C 1.6703 1.4862 1.1989 0.4692 0.2515 -0.3231
C 2.7397 0.6411 1.0352 -0.5028 0.2106 0.2371
C 3.7673 1.2163 0.2747 0.1649 0.1654 -0.1560
C 3.4671 2.4844 -0.1270 -0.3143 0.1222 0.1544
S 1.9294 2.9993 0.4080 0.2612 -0.3849 0.1914
C -1.2630 -1.2293 -0.6201 -0.0477 -0.0356 -0.0140
C -0.7671 -0.0369 -1.1305 0.1367 0.2227 -0.1279
O -1.5091 1.1020 -1.2561 0.4789 -0.1849 0.0461
C -2.9012 1.0925 -0.9961 -0.4408 0.0839 0.1531
C -3.2514 1.1924 0.4858 0.2362 -0.0332 -0.3064
H 1.0410 3.7671 -3.9898 -0.0355 0.1146 -0.0643
H 2.0803 2.3437 -4.1708 0.0731 -0.0175 -0.0987
H 2.2667 3.3983 -2.7674 0.1054 0.0895 0.0419
H -0.2089 1.7104 -3.3840 0.0380 0.0367 0.1188
H 0.0052 2.7567 -1.9590 0.0509 -0.1429 -0.1479
H 2.3915 -1.0687 -1.7143 0.1221 0.0385 -0.0634
H 1.4889 -3.1720 -0.7757 0.0946 -0.1306 -0.0020
H -0.8259 -4.4853 -0.4141 -0.0696 -0.0377 -0.0103
H -2.1359 -3.4865 0.2351 -0.0057 -0.0532 -0.0335
H -1.1829 -4.3343 2.2012 0.1480 -0.0602 -0.0479
H 0.4772 -4.2826 1.5613 -0.0714 -0.0015 0.0280
H 0.6064 -2.0150 2.0372 -0.1429 0.0091 0.0113
H -1.5833 0.3988 2.9754 0.1261 -0.2554 0.0345
H -0.5968 -0.3670 4.2424 -0.0212 -0.0008 -0.1542
H 2.7729 -0.3497 1.4495 -0.0294 -0.1716 0.0783
H 4.6875 0.7158 0.0331 0.1669 -0.0562 -0.0565
H 4.0754 3.1452 -0.7129 0.1374 0.1227 -0.1328
H -2.2907 -1.2854 -0.2997 -0.1394 0.0325 0.0464
H -3.2596 1.9888 -1.5122 -0.0197 -0.1823 0.0318
H -3.3718 0.2161 -1.4597 0.0665 0.0991 -0.0216
H -2.6152 1.9384 0.9562 -0.0334 0.0421 0.0393
H -3.1160 0.2452 1.0021 -0.0021 -0.0633 0.1071
H -4.2900 1.4944 0.5908 -0.1374 -0.0042 0.0153



49
Properties=species:S:1:pos:R:3:forces:R:3 method="wB97M-V/def2-TZVPD" smiles="CCc1ccccc1S(=O)(=O)Cc1ccc(C(=O)NC[C@@H]2CCCO2)o1" homo_lumo_gap_ev=9.3 e_above_lowest_kcal_mol=19.2
C 5.1449 1.8191 0.0653 0.0244 -0.1644 -0.0738
C 4.2626 0.8880 -0.7708 0.1252 0.2222 0.0332
C 2.8184 1.1149 -0.4417 0.1006 0.0965 -0.1620
C 2.0886 2.0706 -1.1441 0.0710 -0.1021 0.0791
C 0.7631 2.3303 -0.8445 0.0088 -0.0015 0.0572
C 0.1336 1.6547 0.1885 0.0375 0.0698 0.0080
C 0.8470 0.7093 0.9021 -0.2257 0.0668 0.1312
C 2.1662 0.4441 0.5837 0.1895 -0.4438 0.3208
S 2.9190 -0.9180 1.4899 0.3445 -0.3676 0.0264
O 4.2767 -0.6355 1.8729 0.1459 0.1610 -0.2831
O 2.0145 -1.3127 2.5351 -0.4136 -0.0409 -0.0951
C 2.9470 -2.3224 0.2545 -0.3541 0.8420 0.5992
C 1.8680 -2.0521 -0.7036 0.1833 -0.0565 -1.1051
C 1.8736 -1.6475 -2.0121 0.1121 -0.4049 0.6944
C 0.5308 -1.3812 -2.3520 -0.6410 -0.1083 0.6418
C -0.2072 -1.6296 -1.2248 0.4255 0.3042 -1.1441
C -1.6519 -1.4844 -0.9811 0.0235 -0.2052 0.3597
O -2.4340 -1.1739 -1.8615 0.0951 0.0789 -0.2063
N -2.0183 -1.7664 0.2917 0.0539 -0.0793 0.2871
C -3.3627 -1.5412 0.7507 -0.0862 0.4176 0.0616
C -3.5050 -0.1923 1.4927 -0.2149 -0.4245 0.1590
C -4.9829 0.1805 1.6643 0.2908 0.0322 0.0584
C -5.2988 0.8985 0.3449 0.1049 0.0323 -0.0435
C -3.9111 1.2756 -0.2123 -0.1930 0.1964 -0.4482
O -2.9529 0.8718 0.7547 0.1895 0.0006 0.1178
O 0.6087 -2.0432 -0.2239 -0.1985 -0.2418 0.2214
H 4.8308 2.8539 -0.0521 -0.0010 0.0985 -0.0176
H 6.1826 1.7296 -0.2455 0.1355 0.0372 0.0080
H 5.0720 1.5402 1.1128 0.0232 0.0684 0.0798
H 4.4251 1.0870 -1.8326 -0.0374 -0.0989 -0.0014
H 4.5483 -0.1401 -0.5564 0.0791 -0.0280 -0.1623
H 2.5720 2.6063 -1.9482 0.0781 0.0448 -0.0935
H 0.2179 3.0626 -1.4206 -0.0541 0.0735 -0.0644
H -0.9027 1.8352 0.4245 -0.0711 -0.0014 0.0486
H 0.3987 0.1593 1.7140 -0.1375 -0.0389 0.0487
H 3.9236 -2.3627 -0.2138 0.0409 0.0618 -0.0468
H 2.7640 -3.2068 0.8595 0.0488 -0.0383 0.1213
H 2.7295 -1.5625 -2.6494 0.2591 0.0387 -0.0775
H 0.1474 -1.0480 -3.2935 -0.1695 0.0848 -0.1725
H -1.2931 -1.8922 0.9814 0.0303 -0.0415 -0.1040
H -3.6671 -2.3533 1.4161 -0.0637 0.0468 -0.0706
H -3.9950 -1.5386 -0.1396 -0.0510 -0.0852 0.1175
H -2.9542 -0.2349 2.4379 -0.0671 -0.0148 -0.0467
H -5.6101 -0.6918 1.8322 -0.0721 -0.0412 0.0571
H -5.0924 0.8616 2.5080 -0.0149 -0.0585 0.0248
H -5.9163 1.7793 0.5082 -0.0521 -0.0290 -0.0206
H -5.8211 0.2397 -0.3467 -0.0372 0.0265 -0.0262
H -3.7097 0.7679 -1.1629 -0.0372 0.0842 0.1188
H -3.7880 2.3517 -0.3523 -0.0283 -0.0693 -0.0153